*w*
Computed, not measured: C7H9N as an isolated structure, with ωB97M-V/def2-TZVPD.

Values from the calculation:
- HOMO energy (eV) = -7.8020
- frontier orbital gap (Ha) = 0.2492

CARTESIAN COORDINATES (ANGSTROEM)
C  -1.90  0.19  -0.13
C  -0.71  1.41  -0.11
C  0.99  1.22  -0.30
C  1.91  -0.14  -0.18
C  -1.11  -1.18  0.13
C  0.01  -0.60  -0.27
C  0.11  0.57  0.65
H  -2.36  -0.02  -1.13
H  -2.59  0.23  0.73
H  -1.21  2.31  0.26
H  1.58  2.04  0.01
H  2.56  -0.16  0.71
H  2.37  -0.44  -1.15
H  -1.57  -2.01  -0.45
H  0.07  -0.42  -1.38
H  0.44  0.63  1.75
N  0.70  -1.56  0.27

Atom charges from the Löwdin analysis, given in e for atoms 1 to 8: -0.036, -0.027, -0.086, 0.058, -0.040, -0.864, -0.395, 0.124

*x*
Computed, not measured: a 2-piece molecular cluster, C7H9N overall, with ωB97M-V/def2-TZVPD.

Values from the calculation:
- SMILES string = c1ccncc1.C=C
- HOMO energy (eV) = -9.1167
- frontier orbital gap (Ha) = 0.3595

CARTESIAN COORDINATES (ANGSTROEM)
C  -0.08  1.18  1.22
C  1.24  0.69  1.50
C  1.45  -0.65  1.29
N  0.48  -1.66  0.99
C  -0.74  -1.22  0.97
C  -1.11  0.21  0.97
H  -0.33  2.34  1.33
H  1.94  1.53  1.78
H  2.49  -1.00  1.12
H  -1.85  -1.67  1.00
H  -2.11  0.54  0.33
C  -0.84  -0.37  -2.06
C  0.43  0.14  -1.97
H  -1.12  -1.41  -2.08
H  -1.55  0.33  -2.52
H  1.36  -0.45  -1.89
H  0.34  1.46  -1.97

Atom charges from the Löwdin analysis, given in e for atoms 1 to 8: -0.121, -0.116, -0.140, 0.057, -0.237, -0.124, 0.136, 0.117

The energy of each structure relative to the most stable one, in hartree, is as follows: *w* 0.4582; *x* 0.0000.

*w*
Computed, not measured: one molecule with the formula C3H6O2S, with ωB97M-V/def2-TZVPD.

Values from the calculation:
- SMILES string = OCCOC=S
- HOMO energy (eV) = -8.9125
- frontier orbital gap (Ha) = 0.3478

CARTESIAN COORDINATES (ANGSTROEM)
O  0.16  0.89  -2.08
C  0.88  1.12  -0.85
C  1.16  -0.25  -0.27
O  0.06  -1.13  -0.38
C  -0.93  -0.93  0.42
S  -0.83  0.04  1.71
H  0.85  0.42  -2.50
H  1.91  1.49  -0.97
H  0.40  1.83  0.07
H  2.06  -0.68  -0.82
H  1.53  0.02  0.62
H  -1.83  -1.54  0.22

Atom charges from the Löwdin analysis, given in e for atoms 1 to 8: -0.036, -0.258, -0.267, -0.094, -0.705, 0.731, 0.061, 0.113

*x*
Computed, not measured: a 2-piece molecular cluster, C3H6O2S overall, with ωB97M-V/def2-TZVPD.

Values from the calculation:
- HOMO energy (alpha / beta) (eV) = -8.2439 / -8.2427
- frontier orbital gap (alpha / beta) (Ha) = 0.2959 / 0.2958

CARTESIAN COORDINATES (ANGSTROEM)
C  1.53  0.80  -0.10
C  -1.21  -0.89  -0.53
C  -0.99  0.51  -0.16
O  3.66  -0.46  0.65
O  -1.16  0.91  1.09
S  2.17  -0.46  0.65
H  1.97  1.41  -0.79
H  -1.92  -0.87  -1.28
H  -1.52  -1.43  0.43
H  -0.25  -1.09  -0.92
H  -1.02  1.32  -0.83
H  -1.27  0.25  1.78

Atom charges from the Löwdin analysis, given in e for atoms 1 to 8: -0.336, -0.036, -0.194, -0.629, 0.039, 0.728, -0.057, 0.068

The energy of each structure relative to the most stable one, in hartree, is as follows: *w* 0.0000; *x* 0.1001.

*w*
Computed, not measured: C3H6O2S as an isolated structure, with ωB97M-V/def2-TZVPD.

Values from the calculation:
- HOMO energy (alpha / beta) (eV) = -8.7044 / -8.7053
- frontier orbital gap (alpha / beta) (Ha) = 0.2936 / 0.2937

CARTESIAN COORDINATES (ANGSTROEM)
C  -0.10  0.95  -0.56
C  -0.82  0.39  0.68
C  0.61  0.13  0.44
O  2.49  -1.29  -1.30
O  0.83  -3.20  -1.51
S  1.03  -1.43  -1.21
H  -0.21  0.43  -1.49
H  0.13  2.03  -0.64
H  -1.15  1.17  1.41
H  -1.59  -0.23  0.37
H  1.46  0.40  0.95
H  0.04  -3.57  -1.05

Atom charges from the Löwdin analysis, given in e for atoms 1 to 8: -0.230, -0.140, -0.220, -0.487, -0.373, 1.009, 0.021, 0.118

*x*
Computed, not measured: C3H6O2S as an isolated structure, with ωB97M-V/def2-TZVPD.

Values from the calculation:
- HOMO energy (eV) = -9.7308
- frontier orbital gap (Ha) = 0.3776

CARTESIAN COORDINATES (ANGSTROEM)
C  -2.01  -0.23  0.17
C  -0.57  -0.58  0.73
C  1.77  0.37  -0.16
H  -2.79  1.55  -0.62
H  -2.68  -0.36  0.92
H  -2.49  -0.98  -0.48
H  -0.17  0.45  1.15
H  -0.72  -1.03  1.99
H  2.80  -0.11  -0.66
O  -1.83  0.99  -0.57
O  1.64  1.45  0.39
S  0.78  -1.02  -0.33

Atom charges from the Löwdin analysis, given in e for atoms 1 to 8: -0.331, -0.505, -0.659, 0.198, 0.057, 0.106, 0.085, 0.180

*y*
Computed, not measured: one molecule with the formula C3H6O2S, with ωB97M-V/def2-TZVPD.

Values from the calculation:
- SMILES string = CSCOC=O
- HOMO energy (eV) = -9.1897
- frontier orbital gap (Ha) = 0.3694

CARTESIAN COORDINATES (ANGSTROEM)
C  0.20  -2.08  -0.84
S  1.05  -1.19  0.54
C  0.01  0.21  0.82
O  0.19  1.13  -0.29
C  -0.21  2.32  0.05
O  -0.78  2.59  1.08
H  -0.82  -2.34  -0.61
H  0.24  -1.45  -1.74
H  0.70  -3.02  -1.07
H  -1.03  -0.01  1.18
H  0.46  0.69  1.61
H  -0.01  3.13  -0.73

Atom charges from the Löwdin analysis, given in e for atoms 1 to 8: -0.369, 0.857, -0.519, -0.063, -0.387, 0.052, 0.027, 0.036

The energy of each structure relative to the most stable one, in hartree, is as follows: *w* 0.1440; *x* 0.0912; *y* 0.0000.